Entry 1:
49
Properties=species:S:1:pos:R:3:mulliken_charge:R:1 method="wB97M-V/def2-TZVPD" orbital_gap_ev=1.32 charge=+2 e_tot_ha=-1377.38669
C 3.01722 0.91511 1.97300 -1.0232
C 1.40857 0.74280 1.62252 0.0004
O 1.13552 1.08830 0.21893 -0.3805
C 0.72455 -0.09751 -0.57045 0.7131
C 1.66116 -1.44210 -0.56287 -0.4908
C 2.94362 -1.40774 -1.58231 -0.2946
O 3.95826 -2.34556 -0.99561 -0.5496
C 3.69967 0.04555 -1.70040 -0.3717
N 4.99636 -0.22039 -2.49370 -0.4013
O 0.52555 0.53076 -1.91900 -0.4402
C -0.26682 -0.48356 -2.66047 0.5437
O -0.08525 -0.81472 -3.94125 -0.5099
O -1.19333 -0.96706 -1.62506 -0.4590
C -0.85794 -0.42059 -0.26811 1.0883
C -1.27566 -1.68209 0.69095 -1.1341
C -1.50777 -1.28669 2.27908 -0.1068
C -3.12204 -1.30220 2.66348 0.5385
N -3.72377 -0.14340 3.44842 -0.7609
O -3.97131 -2.29773 2.33233 -0.5472
C -1.93099 0.85466 -0.19565 -0.7302
O -3.03133 0.51999 -1.11414 -0.1632
C -3.84576 1.69741 -1.46102 0.4941
C -3.28660 3.09448 -2.11219 -0.6933
O -5.18018 1.58779 -1.20956 -0.5418
H 3.15242 1.06022 3.14595 0.4020
H 3.67249 0.00330 1.63696 0.1513
H 3.41788 1.92963 1.49375 0.2807
H 1.09974 -0.34120 1.93819 0.0916
H 0.84272 1.47755 2.37298 0.2641
H 2.04087 -1.74589 0.50397 0.2989
H 0.96759 -2.34040 -0.92740 0.3118
H 2.68185 -1.88573 -2.64373 0.3964
H 4.42067 -1.74842 -0.30713 0.4021
H 3.09470 0.83206 -2.35780 0.3134
H 4.02854 0.46900 -0.66000 0.1122
H 5.80967 -0.04567 -1.85724 0.3068
H 4.98913 0.41641 -3.32044 0.3025
H -2.34091 -2.05501 0.30139 0.5155
H -0.57124 -2.61412 0.62849 0.3143
H -1.14482 -0.18627 2.44225 0.0998
H -0.87779 -2.07131 2.92090 0.3851
H -4.48422 0.29553 2.87116 0.3692
H -2.99146 0.57559 3.69620 0.3857
H -1.36845 1.85600 -0.45934 0.4759
H -2.40420 0.96802 0.88721 0.0396
H -3.78728 3.37302 -3.15495 0.3348
H -2.10268 3.00915 -2.22922 0.2167
H -3.48551 3.94866 -1.31104 0.2738
Pt -5.45145 -1.34564 3.57199 1.1763

***

Entry 2:
50
Properties=species:S:1:pos:R:3:mulliken_charge:R:1 method="wB97M-V/def2-TZVPD" orbital_gap_ev="7.84 / 7.84" multiplicity=4 e_tot_ha=-2521.46825 e_above_lowest_kj_mol=46.7
Nd 0.09073 -0.44995 0.44512 0.9166
C -3.88904 -0.34935 -1.30431 -1.6962
C -2.78866 0.65192 -1.12648 1.1985
C -2.59011 1.24378 0.12467 -0.2455
C -1.58774 2.19906 0.31817 0.2830
C -1.42587 2.86646 1.65639 -1.7328
C -0.80547 2.58864 -0.77214 -0.4959
C -0.99200 2.01665 -2.02852 0.8464
C -0.23644 2.47887 -3.23622 -1.5453
C -1.97062 1.03404 -2.18099 -0.5757
H -4.14467 -0.47881 -2.35264 0.4216
H -4.77574 -0.04170 -0.75129 0.4101
H -3.54449 -1.30905 -0.91982 0.2529
H -3.27129 1.01552 0.93610 0.2976
H -1.65283 2.16765 2.45869 0.3148
H -2.09962 3.71893 1.74592 0.3893
H -0.40763 3.22461 1.77991 0.3452
H -0.09559 3.39591 -0.64445 0.3264
H -0.94036 2.77515 -4.01200 0.4726
H 0.36108 1.64890 -3.61238 0.2261
H 0.41698 3.31823 -3.01277 0.3724
H -2.13027 0.60406 -3.15928 0.3371
N 0.87823 -3.78421 3.15465 -0.3823
C 0.37124 -2.61339 2.71383 0.6917
O 1.08898 -1.62222 2.58712 -0.6300
C -1.12035 -2.59350 2.45414 -0.8765
C -1.63457 -1.16166 2.14918 -0.9767
H 1.87656 -3.88229 3.24632 0.2339
H 0.32511 -4.62379 3.14486 0.2027
H -1.62769 -3.04266 3.32326 0.5159
H -1.30560 -3.24643 1.58917 0.3480
H -1.70968 -0.65729 3.12947 0.3069
H -2.67686 -1.28904 1.81541 0.2756
C 4.05236 -1.03443 0.98017 -0.9359
O 2.92198 -0.17559 1.08901 -0.0850
C 2.64912 0.73301 0.15083 0.6361
O 1.58910 1.36083 0.28230 -0.4696
N 3.57137 1.05227 -0.76622 0.1642
N 3.27114 1.92205 -1.83382 -0.8579
H 3.98588 -1.67915 1.85318 0.1948
H 4.98555 -0.46782 1.01060 0.3825
H 3.98343 -1.64472 0.07521 0.3730
H 4.33311 0.42273 -0.97507 0.2667
H 2.43133 2.43029 -1.55541 0.3484
H 2.97976 1.35007 -2.63599 0.3353
O -0.77209 -1.79829 -1.05843 -0.4652
S 0.61684 -2.16703 -1.47176 0.9256
O 1.38946 -2.22608 -0.19107 -0.3936
O 0.71597 -3.34761 -2.27893 -0.7059
S 1.31000 -0.53358 -2.33367 -0.5418

***

Entry 3:
44
Properties=species:S:1:pos:R:3:mulliken_charge:R:1 method="wB97M-V/def2-TZVPD" orbital_gap_ev=9.57 e_tot_ha=-1203.90167
C 5.28246 -1.34095 -0.37310 -1.0126
C 4.27626 -0.54236 -1.18967 -0.2244
O 3.90795 0.69393 -0.56888 -0.3421
C 3.10556 0.56316 0.49298 0.5890
O 2.64495 -0.49690 0.85913 -0.5270
C 2.77400 1.85138 1.17662 -0.8994
C 1.70945 2.67429 0.44182 -1.2867
C 0.66110 1.89271 -0.34188 -1.3618
C -0.51113 1.30985 0.47280 0.3100
C -0.15513 0.96932 1.83922 -0.0706
N 0.13703 0.69023 2.92190 -0.6362
C -1.27254 0.09624 -0.20112 1.5079
C -0.32915 -0.99840 -0.34750 -0.3545
N 0.24615 -1.95057 -0.68215 -0.6289
C -2.42755 -0.27271 0.75193 -1.7899
C -3.57159 -1.16488 0.25682 0.9545
C -3.13096 -2.47735 -0.35492 -1.5295
C -4.43226 -1.47721 1.48248 -1.7051
P -1.82415 0.66825 -1.88251 0.1618
N -2.68799 -0.31378 -2.74069 -0.7683
H 6.29156 -1.21450 -0.73746 0.3126
H 5.26678 -0.99994 0.65492 0.3114
H 4.98987 -2.38035 -0.34706 0.2960
H 3.40673 -1.13776 -1.42730 0.2595
H 4.72716 -0.25590 -2.12960 0.4084
H 3.65481 2.46333 1.32470 0.4571
H 2.42133 1.58144 2.15890 0.4446
H 1.22210 3.36175 1.12233 0.3198
H 2.22019 3.30188 -0.28034 0.5415
H 0.21549 2.59763 -1.03571 0.5081
H 1.10910 1.12693 -0.96385 0.6751
H -1.26319 2.09040 0.55235 0.8417
H -2.87625 0.67508 1.04212 0.4124
H -2.03131 -0.71727 1.65772 0.6272
H -4.19442 -0.60807 -0.43164 0.3457
H -3.98090 -2.97974 -0.80077 0.4263
H -2.38982 -2.37496 -1.13178 0.3718
H -2.73484 -3.13938 0.41090 0.3373
H -3.81766 -2.02661 2.19004 0.4080
H -5.24794 -2.13659 1.22026 0.4309
H -4.79258 -0.58202 1.97596 0.3997
H -0.60187 0.96443 -2.50514 0.1108
H -2.40350 1.92328 -1.59758 0.1062
H -3.59329 0.09271 -2.93523 0.2620